Record 1
DFT (the ωB97M-V functional and the def2-TZVPD basis) results for 2 unconnected molecules or ions with the total composition C18H33F8O6P in a non-equilibrium geometry.

XYZ file:
```
66
Properties=species:S:1:pos:R:3:forces:R:3:mulliken_charge:R:1
C 7.38569 -1.20648 -0.64491 -0.1 -0.2 0.3 -1.11
C 6.11691 -2.12510 -0.50244 -0.4 0.2 -0.2 -0.27
C 5.57795 -2.71829 -1.85312 -0.3 -0.2 0.5 -0.81
C 4.58239 -1.78337 -2.63772 1.1 -0.5 -0.6 -0.55
C 5.05428 -0.29699 -2.81468 -0.6 0.0 0.1 -0.53
C 4.66937 0.67843 -1.64934 -0.5 0.5 -0.3 -0.74
C 3.12780 0.63221 -1.30445 0.9 -1.2 -0.5 -0.56
C 2.21267 0.76401 -2.57348 -0.7 0.2 1.0 -0.51
C 0.86384 1.45166 -2.11083 2.4 -0.1 -0.9 -0.72
O 0.19451 0.47495 -1.27841 -3.1 -0.1 -0.3 -0.18
P -1.44852 0.56334 -1.38849 -0.4 1.6 -0.5 0.76
O -1.99674 1.83602 -1.97362 1.0 -2.1 0.6 -0.71
O -1.98374 0.48030 0.20350 1.3 -1.0 -2.4 -0.19
O -1.96189 -0.78174 -2.27555 0.7 1.5 2.3 -0.47
C -3.07180 -1.37863 -1.55589 -1.1 -0.6 0.1 -0.43
O -3.73430 -2.35858 -2.30730 0.5 1.2 0.2 -0.43
C -4.90220 -1.84725 -2.94525 -1.2 -0.3 -1.2 -0.42
C -6.22228 -1.96944 -2.09229 0.3 -0.2 0.5 -0.35
C -6.01172 -2.43695 -0.60951 -1.1 0.1 0.1 -0.90
H 7.24631 -0.24731 -0.09566 0.2 -0.7 -0.3 0.27
H 8.26118 -1.74213 -0.21421 -0.5 0.5 -0.3 0.35
H 7.64984 -0.94961 -1.69205 -0.3 -0.3 0.6 0.29
H 6.35202 -2.93897 0.22003 -0.2 0.4 -0.6 0.42
H 5.26710 -1.55815 -0.04376 0.7 -0.4 -0.2 0.14
H 6.44914 -3.03913 -2.47267 -0.6 0.4 0.2 0.33
H 5.00711 -3.65646 -1.62992 0.5 0.6 -0.1 0.34
H 3.56245 -1.88952 -2.20800 0.7 0.3 -0.2 0.27
H 4.51773 -2.21378 -3.67140 -0.1 0.3 0.8 0.26
H 6.14944 -0.24438 -3.02683 -0.8 -0.1 0.3 0.32
H 4.56094 0.08632 -3.74154 0.3 -0.2 0.7 0.40
H 5.25294 0.51717 -0.71705 -0.3 0.0 -0.7 0.16
H 4.91062 1.71713 -1.99840 -0.1 -0.7 0.3 0.38
H 2.89188 1.35196 -0.49116 0.1 -0.2 -0.7 0.64
H 2.92800 -0.38344 -0.87631 0.1 0.9 -0.1 0.07
H 2.70106 1.32936 -3.39935 -0.4 -0.1 0.7 0.40
H 1.97654 -0.25104 -2.97804 0.1 0.8 0.3 0.25
H 1.17523 2.29898 -1.45750 -0.7 -0.3 -0.6 0.30
H 0.28822 1.77298 -2.99983 0.0 -0.2 0.8 0.43
H -2.90455 0.77462 0.15187 0.0 0.2 0.2 0.30
H -3.81444 -0.56525 -1.35017 0.6 -0.5 0.2 0.45
H -2.68165 -1.86635 -0.64081 -0.3 0.4 -0.5 0.41
H -4.78192 -0.80213 -3.31969 0.3 -0.7 0.5 0.25
H -5.05051 -2.47192 -3.86004 0.3 0.5 0.7 0.38
H -6.87981 -2.72959 -2.57653 0.4 0.7 0.3 0.29
H -6.77198 -0.99675 -2.08498 0.5 -0.7 -0.1 0.32
H -5.94187 -3.54675 -0.52698 0.4 0.9 -0.1 0.26
H -6.94936 -2.17021 -0.05664 0.7 -0.2 -0.3 0.33
H -5.18654 -1.92877 -0.07113 -0.4 -0.4 -0.4 0.18
C -1.78180 1.97490 3.19676 0.7 -0.2 -0.2 -0.62
C -3.30985 2.14275 2.99629 0.5 -0.8 0.7 0.99
C -3.95878 3.43858 3.49861 -0.5 0.6 -0.4 0.07
F -3.83347 3.62590 4.81832 0.4 -0.3 0.4 -0.23
F -5.29101 3.41114 3.24328 0.1 -0.2 -0.2 -0.27
F -3.93651 1.06043 3.50504 -0.1 0.2 0.1 -0.29
F -3.52292 2.10562 1.64622 -0.1 0.5 0.0 -0.42
O -1.30010 1.19897 4.31042 -0.9 0.5 0.6 -0.42
C -1.13538 1.77644 5.57748 0.4 0.1 -1.6 0.78
C -2.07773 1.17121 6.62572 -0.2 -0.4 0.4 0.21
F -3.36846 1.27556 6.26885 -0.1 0.2 -0.3 -0.22
F -1.93544 1.81489 7.80620 0.3 0.1 -0.1 -0.26
F -1.22352 3.11189 5.49377 -0.4 0.2 0.3 -0.29
F 0.13197 1.51340 5.94802 0.0 -0.3 0.3 -0.29
H -1.44853 1.39697 2.33257 -0.2 -0.1 0.1 0.28
H -1.25393 2.92563 3.11673 -0.2 0.1 0.2 0.38
H -3.53834 4.30762 2.98387 0.1 -0.1 -0.1 0.31
H -1.85346 0.11309 6.77433 0.2 0.0 -0.1 0.23
```
Positions in Å, forces in eV/Å.

Output
LUMO level: 0.5 eV
Energy: -62515.926 eV
F_max: 3.1 eV/Å
HOMO-LUMO gap: 11.1 eV
Multiplicity: 1
Highest occupied orbital energy: -10.63 eV

=====

Record 2
DFT (the ωB97M-V functional and the def2-TZVPD basis) results for a molecular structure, C18H33INO2P2Sm in a non-equilibrium geometry.

XYZ file:
```
58
Properties=species:S:1:pos:R:3:forces:R:3:mulliken_charge:R:1
C 3.29243 -5.62740 -2.86421 0.3 -0.1 -0.2 -0.94
C 2.22632 -5.15584 -1.94811 -2.7 -2.3 1.5 0.61
H 3.21123 -6.71372 -2.98533 -0.1 0.2 0.1 0.34
H 4.26523 -5.37230 -2.42482 -0.2 0.0 -0.3 0.36
H 3.16232 -5.13242 -3.83558 0.2 0.0 0.3 0.35
O 1.33894 -5.72262 -1.38471 2.6 2.2 -1.5 -0.37
I 2.50280 -2.85806 -1.68291 0.2 0.1 -0.2 -0.09
Sm 1.01480 0.20693 -0.03851 0.4 0.9 -0.4 0.52
P -0.73473 -0.53133 -2.15417 -0.6 -0.3 -1.1 0.78
C -2.54669 -0.61636 -2.05737 -0.4 0.1 0.3 -1.23
C -0.43738 0.87667 -3.30830 0.2 -0.1 0.1 -1.25
H -1.06598 0.76731 -4.20070 0.1 0.0 0.2 0.42
H -0.80935 -1.94104 -4.19109 -0.1 0.0 0.5 0.43
H 0.61735 0.88733 -3.62200 -0.3 0.1 0.0 0.42
H 0.63851 -2.28399 -3.19660 -1.0 0.3 -0.3 -0.01
H -2.96389 0.13148 -1.37740 0.1 -0.1 -0.1 0.20
H -0.68097 1.83142 -2.81748 0.1 -0.3 -0.2 0.32
C -0.44201 -2.04760 -3.15674 0.7 0.0 -0.2 -0.81
H -2.96656 -0.44665 -3.05993 0.1 -0.2 0.3 0.47
H -0.92590 -2.90014 -2.65438 0.0 0.3 -0.2 0.37
H -2.83798 -1.61600 -1.70438 0.0 0.3 -0.1 0.40
P 2.46767 -1.37306 1.88179 0.6 -0.6 0.9 0.82
C 1.82920 -1.73921 3.55420 -0.2 0.1 0.1 -1.28
C 3.34770 -2.95439 1.57910 0.4 0.0 -0.6 -0.98
H 4.41339 0.01899 1.31716 -0.1 0.0 0.3 0.41
H 4.46578 -0.56450 2.99719 0.0 0.1 -0.1 0.43
H 3.40253 0.80591 2.57406 0.1 -0.3 -0.1 0.29
C 3.81064 -0.15347 2.22265 0.0 0.0 -0.2 -1.22
H 3.64533 -3.03603 0.51881 0.1 0.1 1.0 0.07
H 4.25353 -3.04427 2.19590 -0.4 0.1 0.1 0.42
H 2.67981 -1.86056 4.24015 -0.3 0.0 -0.2 0.43
H 1.25193 -2.67613 3.51655 0.2 0.4 0.1 0.38
H 2.66033 -3.78899 1.77200 0.2 0.2 0.1 0.37
H 1.18711 -0.93785 3.93351 0.1 -0.1 0.0 0.35
C -0.74553 -1.17066 0.77470 -3.5 -3.8 1.6 0.45
O -1.53078 -1.96405 1.08863 2.7 3.1 -1.1 -0.27
C -3.92007 2.09940 1.03493 -0.1 0.1 0.3 -0.92
N -3.53396 3.14036 0.11978 0.1 -0.3 -0.7 0.24
C -4.35615 4.32311 0.09247 0.3 0.6 0.1 -0.92
C -2.23263 3.15750 -0.50698 -0.3 0.1 -0.4 -0.75
C -1.09919 2.99918 0.48098 0.7 0.7 -0.1 0.49
C -0.50407 4.12720 1.09495 -0.2 -0.6 0.3 -0.35
C 0.53167 3.95987 2.03446 -0.1 0.2 0.0 -0.97
C 0.83439 2.68622 2.51308 -0.8 -1.0 -0.3 -0.54
C 0.13134 1.55755 1.95904 1.3 1.8 0.4 -0.81
C -0.61210 1.73290 0.79122 -0.6 -1.1 0.2 0.64
H -5.01362 1.95456 0.95908 0.5 -0.1 0.1 0.39
H -3.69200 2.36586 2.08237 -0.1 -0.2 -0.1 0.31
H -3.40466 1.15158 0.81758 -0.2 0.2 -0.1 0.16
H -4.05112 5.07091 0.85592 -0.3 -0.2 -0.2 0.30
H -4.26805 4.80528 -0.89737 -0.2 -0.2 0.4 0.31
H -5.40520 4.04565 0.28485 0.4 0.2 -0.2 0.31
H -2.15017 2.32791 -1.25622 0.0 0.5 0.3 -0.36
H -2.11220 4.12897 -1.02963 -0.2 -0.6 0.1 0.55
H -0.88229 5.12450 0.84176 0.3 -0.3 0.1 0.48
H 1.05336 4.83479 2.44576 -0.3 -0.4 -0.2 0.42
H 1.57426 2.51941 3.29381 -0.3 0.2 0.1 0.56
H 0.11533 0.58989 2.48654 0.6 0.1 -0.2 0.54
```
Positions in Å, forces in eV/Å.

Output
LUMO level (alpha / beta): -7.2 / -6.7 eV
Energy: -69351.502 eV
Charge: +2
F_max: 5.4 eV/Å
<S²>: 8.801
HOMO-LUMO gap (alpha / beta): 5.1 / 5.6 eV
Multiplicity: 6
Highest occupied orbital energy (alpha / beta): -12.39 / -12.39 eV
Energy above the lowest of the compared OMol25 structures with the same formula, charge and spin: 4.0 kcal per mole